No. 1
61
Properties=species:S:1:pos:R:3 method="wB97M-V/def2-TZVPD" orbital_gap_ev="7.243 / 6.514" de_lowest_kj_mol=95.6 mol_weight_g_mol=739.5 e_homo_ev="-11.29 / -11.30" lumo_energy_ev="-4.0457 / -4.7863" spin_multiplicity=2 total_charge=+1
V -0.707 0.156 -1.307
O 2.715 -0.403 -0.609
S 1.468 -0.662 0.050
O 0.509 -1.555 -0.644
N 0.574 0.716 0.073
C 0.418 1.506 1.266
C 1.419 1.735 2.155
C 1.199 2.479 3.340
C -0.028 2.997 3.612
C -1.079 2.814 2.679
C -2.380 3.333 2.878
C -3.346 3.143 1.939
C -3.008 2.440 0.762
N -1.821 1.939 0.550
C -0.848 2.093 1.494
C 1.821 -1.333 1.610
C 3.089 -1.110 2.146
C 3.406 -1.690 3.359
C 2.474 -2.491 4.012
C 1.225 -2.724 3.454
C 0.886 -2.148 2.239
H 2.412 1.364 1.953
H 2.024 2.632 4.024
H -0.211 3.558 4.519
H -2.590 3.885 3.786
H -4.349 3.522 2.074
H -3.745 2.298 -0.023
H 3.813 -0.515 1.607
H 4.385 -1.530 3.792
H 2.732 -2.947 4.959
H 0.511 -3.363 3.957
H -0.084 -2.342 1.798
F -5.021 -2.378 -0.453
C -4.282 -1.372 -0.020
F -4.353 -0.357 -0.874
F -4.702 -0.961 1.167
S -2.533 -1.947 0.194
O -1.790 -0.645 0.262
O -2.546 -2.688 1.406
N -2.169 -2.850 -1.043
S -1.778 -2.337 -2.481
O -0.565 -2.834 -3.023
O -2.010 -0.840 -2.535
C -3.126 -3.017 -3.526
F -2.894 -2.646 -4.777
F -4.295 -2.539 -3.135
F -3.109 -4.330 -3.422
O 0.475 0.128 -2.841
N 1.724 0.492 -3.121
C 2.173 1.709 -2.792
C 3.460 2.062 -3.123
C 4.269 1.148 -3.781
C 3.769 -0.108 -4.087
C 2.476 -0.425 -3.740
H 1.477 2.344 -2.268
H 3.814 3.048 -2.861
H 5.283 1.412 -4.050
H 4.370 -0.852 -4.589
H 1.988 -1.372 -3.915
O -1.661 2.663 -2.287
N -1.329 1.693 -1.788

No. 2
45
Properties=species:S:1:pos:R:3 method="wB97M-V/def2-TZVPD" orbital_gap_ev=3.969 de_lowest_kj_mol=592.1 mol_weight_g_mol=388.4 e_homo_ev=-6.73 lumo_energy_ev=-2.7649 total_charge=0
C 2.956 1.439 -0.182
N 3.619 0.249 -0.258
O 4.319 -0.164 0.717
O 3.528 -0.466 -1.313
C 2.125 1.921 -1.230
C 1.963 1.243 -2.469
C 1.112 1.713 -3.445
C 0.378 2.899 -3.221
N -0.619 3.295 -4.147
O -1.296 4.320 -3.896
O -0.805 2.605 -5.177
C 0.561 3.632 -2.030
C 1.430 3.161 -1.063
H 3.096 2.022 0.733
H 2.545 0.349 -2.644
H 1.004 1.186 -4.382
H 0.009 4.562 -1.903
H 1.620 3.746 -0.163
C -2.299 -5.118 -1.069
C -0.914 -4.994 -0.887
C -0.398 -3.915 -0.176
C -1.248 -2.924 0.364
C -0.640 -1.807 1.051
O -1.575 -0.972 1.564
C -1.178 0.162 2.255
C 0.179 0.457 2.500
C 0.432 1.577 3.348
C -0.625 2.336 3.827
C -1.954 2.014 3.523
C -2.239 0.902 2.740
C 1.129 -0.374 1.873
C 0.720 -1.539 1.230
C -2.646 -3.079 0.198
C -3.158 -4.152 -0.516
H -2.697 -5.960 -1.636
H -0.225 -5.730 -1.303
H 0.676 -3.798 -0.027
H 1.471 1.804 3.622
H -0.427 3.195 4.469
H -2.779 2.613 3.885
H -3.242 0.574 2.502
H 2.192 -0.151 1.948
H 1.465 -2.229 0.834
H -3.332 -2.343 0.622
H -4.232 -4.259 -0.666